# 1
C20H29B2Cl2F4N10O5SSeZr as an isolated structure, computed with ωB97M-V with the def2-TZVPD basis set.

Each line ends with the Löwdin charge.
CARTESIAN COORDINATES (ANGSTROEM)
Zr1 0.830 -0.174 0.001  1.80
C1 -0.948 3.588 1.956  0.03
C2 -0.351 2.279 1.606  -0.22
N1 -0.436 1.713 0.460  -0.06
O1 -1.092 2.373 -0.539  -0.01
B1 -2.250 1.555 -1.108  -1.09
F1 -2.852 2.356 -2.026  0.21
F2 -3.036 1.112 -0.062  0.18
O2 -1.732 0.350 -1.875  0.00
N2 -1.171 -0.583 -1.044  -0.06
C3 -1.855 -1.624 -0.750  -0.21
C4 -3.210 -1.928 -1.276  0.03
C5 -1.235 -2.482 0.299  -0.22
N3 -0.361 -1.861 1.006  -0.07
O3 0.229 -2.552 1.995  0.07
B2 0.474 -1.704 3.232  -1.07
F3 -0.731 -1.132 3.616  0.17
F4 1.079 -2.495 4.143  0.22
O4 1.444 -0.565 2.914  0.04
N4 0.864 0.379 2.134  -0.11
C6 0.369 1.444 2.632  -0.20
C7 0.342 1.764 4.077  0.04
C8 -1.652 -3.874 0.601  0.03
H1 -1.585 3.941 1.152  0.10
H2 -1.522 3.498 2.879  0.11
H3 -0.151 4.315 2.131  0.10
H4 -3.558 -1.125 -1.916  0.10
H5 -3.195 -2.868 -1.832  0.10
H6 -3.898 -2.053 -0.438  0.12
H7 1.081 1.166 4.603  0.10
H8 0.517 2.826 4.244  0.10
H9 -0.645 1.507 4.470  0.12
H10 -2.529 -4.169 0.033  0.08
H11 -0.828 -4.555 0.375  0.11
H12 -1.845 -3.968 1.670  0.11
N5 0.852 0.995 -2.136  0.00
N6 1.955 1.566 -2.801  0.02
C9 3.223 1.236 -2.607  -0.61
N7 4.087 1.458 -3.597  0.15
S1 3.856 0.479 -1.201  1.04
H13 0.406 0.381 -2.840  0.06
H14 0.195 1.754 -1.929  0.09
H15 1.720 1.999 -3.686  0.17
H16 3.783 1.508 -4.557  0.13
H17 5.077 1.413 -3.417  0.12
Cl1 4.621 -0.562 1.869  0.76
C10 4.121 1.083 2.025  -0.61
C11 4.559 1.831 3.106  -0.08
C12 4.195 3.164 3.204  -0.06
C13 3.422 3.757 2.217  -0.10
C14 2.998 2.995 1.142  -0.59
Cl2 2.060 3.757 -0.110  0.76
C15 3.305 1.637 1.036  -0.47
N8 2.760 0.828 0.003  -0.56
H18 5.182 1.365 3.856  0.12
H19 4.534 3.752 4.046  0.12
H20 3.163 4.806 2.264  0.11
C16 -0.202 -2.960 -3.797  -0.03
N9 -0.957 -2.178 -4.763  -0.13
C17 -1.929 -2.899 -5.577  -0.03
C18 -0.610 -0.907 -5.024  -0.47
C19 -1.366 -0.187 -6.110  0.02
O5 0.292 -0.330 -4.399  -0.02
H21 0.479 -3.653 -4.294  0.10
H22 -0.891 -3.538 -3.178  0.09
H23 0.382 -2.294 -3.170  0.04
H24 -2.205 -3.811 -5.053  0.09
H25 -1.517 -3.178 -6.549  0.10
H26 -2.831 -2.312 -5.730  0.09
H27 -1.307 -0.722 -7.058  0.09
H28 -0.940 0.804 -6.226  0.09
H29 -2.420 -0.091 -5.847  0.09
Se1 3.289 -3.948 -2.215  0.70
C20 2.397 -2.686 -1.442  -0.95
N10 1.773 -1.820 -0.924  -0.13

Frontier orbital gap in eV: 6.76
Energy above the lowest of the compared OMol25 structures with the same formula, charge and spin in eV: 1.039
Total charge: +1

# 2
C20H29IrNO10P2Se as an isolated structure, computed with ωB97M-V with the def2-TZVPD basis set.

Each line ends with the natural charge from an NBO analysis.
CARTESIAN COORDINATES (ANGSTROEM)
Ir1 -0.141 0.708 -0.241  0.98
C1 2.012 1.882 -3.968  -0.63
C2 0.541 1.481 -3.939  -0.49
O1 0.036 1.428 -5.269  -0.74
P1 0.400 -0.175 -3.204  2.39
O2 -1.084 -0.664 -3.275  -1.02
O3 1.202 -1.097 -4.233  -0.98
O4 1.017 -0.278 -1.840  -1.11
P2 -0.549 2.654 -2.963  2.38
O5 0.399 3.912 -2.608  -1.00
O6 -1.610 3.073 -3.917  -1.15
O7 -0.935 1.987 -1.673  -1.09
H1 2.561 1.194 -4.613  0.22
H2 2.448 1.864 -2.969  0.23
H3 2.099 2.890 -4.370  0.22
H4 -0.809 1.915 -5.236  0.51
H5 -1.509 -0.670 -2.356  0.54
H6 1.547 -1.879 -3.785  0.51
H7 0.151 4.648 -3.180  0.50
C3 -5.419 -3.880 -1.351  -0.25
O8 -4.588 -4.407 -0.332  -0.49
C4 -3.492 -3.682 0.009  0.36
C5 -2.703 -4.238 1.040  -0.33
C6 -1.587 -3.567 1.438  -0.11
C7 -1.171 -2.330 0.879  -0.37
C8 0.056 -1.753 1.376  0.60
C9 0.889 -2.503 2.392  -0.70
O9 0.563 -0.659 1.056  -0.56
C10 -1.983 -1.773 -0.166  0.56
O10 -1.745 -0.674 -0.782  -0.77
C11 -3.139 -2.496 -0.575  -0.42
H8 -6.236 -4.587 -1.470  0.19
H9 -4.876 -3.786 -2.294  0.18
H10 -5.817 -2.903 -1.068  0.18
H11 -3.000 -5.176 1.486  0.22
H12 -0.993 -4.007 2.226  0.21
H13 1.217 -3.464 1.991  0.22
H14 0.326 -2.694 3.306  0.23
H15 1.753 -1.889 2.630  0.25
H16 -3.723 -2.036 -1.359  0.23
Se1 -1.605 1.691 1.448  -0.07
C12 -0.578 1.465 3.053  -0.13
C13 -0.724 0.341 3.861  -0.30
C14 0.040 0.217 5.010  0.02
N1 0.921 1.129 5.422  -0.45
C15 1.038 2.217 4.661  0.02
C16 0.321 2.431 3.495  -0.29
H17 -1.439 -0.428 3.594  0.22
H18 -0.066 -0.661 5.641  0.18
H19 1.754 2.959 5.000  0.18
H20 0.469 3.337 2.921  0.23
C17 3.454 2.707 1.417  -0.60
C18 2.574 1.531 0.987  -0.25
C19 3.419 0.513 0.225  -0.60
C20 1.392 2.026 0.151  -0.59
H21 4.308 2.375 2.016  0.19
H22 2.886 3.428 2.008  0.20
H23 3.840 3.230 0.537  0.19
H24 2.197 1.047 1.894  0.20
H25 3.857 0.982 -0.664  0.19
H26 2.821 -0.332 -0.113  0.22
H27 4.240 0.139 0.844  0.19
H28 1.794 2.362 -0.820  0.16
H29 0.977 2.927 0.619  0.18

Frontier orbital gap in eV: 6.80
Energy above the lowest of the compared OMol25 structures with the same formula, charge and spin in eV: 0.000
Total charge: -1

# 3
C20H29MnO3PTe as an isolated structure, computed with ωB97M-V with the def2-TZVPD basis set.

Each line ends with the natural charge from an NBO analysis.
CARTESIAN COORDINATES (ANGSTROEM)
Mn1 0.032 0.031 -0.140  1.18
C1 -1.768 -2.492 1.937  -0.67
C2 -0.965 -2.210 0.704  0.13
C3 -1.593 -1.833 -0.494  -0.34
C4 -0.875 -1.690 -1.694  0.00
C5 -1.581 -1.404 -2.986  -0.65
C6 0.522 -1.844 -1.654  -0.31
C7 1.192 -2.179 -0.463  -0.01
C8 2.677 -2.400 -0.457  -0.65
C9 0.433 -2.338 0.707  -0.31
H1 -2.012 -3.556 1.957  0.27
H2 -2.705 -1.938 1.942  0.24
H3 -1.207 -2.258 2.838  0.24
H4 -2.670 -1.705 -0.509  0.26
H5 -1.842 -2.351 -3.464  0.27
H6 -0.946 -0.853 -3.679  0.23
H7 -2.504 -0.849 -2.828  0.24
H8 1.093 -1.736 -2.569  0.26
H9 2.879 -3.452 -0.665  0.27
H10 3.113 -2.168 0.513  0.24
H11 3.174 -1.809 -1.223  0.24
H12 0.937 -2.597 1.631  0.26
C10 0.829 4.095 -1.509  -0.56
Te1 0.745 1.991 -1.806  0.34
C11 1.034 2.293 -3.893  -0.58
C12 1.231 3.790 -3.999  0.01
C13 1.507 4.332 -5.254  -0.21
C14 1.687 5.694 -5.402  -0.17
C15 1.594 6.531 -4.295  -0.18
C16 1.320 6.000 -3.049  -0.18
C17 1.137 4.627 -2.892  -0.11
H13 1.614 4.304 -0.786  0.25
H14 -0.132 4.432 -1.129  0.24
H15 0.151 1.939 -4.419  0.25
H16 1.910 1.724 -4.193  0.25
H17 1.581 3.682 -6.117  0.23
H18 1.902 6.105 -6.378  0.24
H19 1.735 7.597 -4.406  0.24
H20 1.248 6.654 -2.189  0.23
C18 2.089 2.277 2.369  -0.26
O1 0.658 2.486 2.276  -0.83
P1 -0.334 1.284 1.988  1.70
O2 -1.744 1.971 2.099  -0.82
C19 -2.091 3.240 1.489  -0.25
O3 -0.296 0.260 3.175  -0.83
C20 -0.629 0.628 4.555  -0.26
H21 2.512 3.221 2.696  0.23
H22 2.489 2.011 1.390  0.18
H23 2.310 1.501 3.100  0.20
H24 -3.106 3.454 1.804  0.23
H25 -2.053 3.146 0.403  0.18
H26 -1.414 4.014 1.840  0.21
H27 -0.329 -0.216 5.165  0.22
H28 -1.700 0.797 4.623  0.21
H29 -0.076 1.519 4.841  0.20

Frontier orbital gap (spin up / spin down) in eV: 8.45 / 7.01
Total charge: +2
Spin multiplicity: 6

# 4
C20H29N2OPdS8 as an isolated structure, computed with ωB97M-V with the def2-TZVPD basis set.

Each line ends with the natural charge from an NBO analysis.
CARTESIAN COORDINATES (ANGSTROEM)
Pd1 0.514 0.886 0.549  0.69
O1 5.587 1.130 5.344  -0.49
C1 4.718 1.046 4.537  0.22
S1 5.009 0.825 2.790  0.39
C2 3.332 0.802 2.309  -0.41
C3 2.381 0.956 3.313  -0.40
S2 0.710 0.952 3.080  0.01
S3 2.983 1.138 4.940  0.39
S4 3.000 0.547 0.672  0.06
C4 -1.549 2.832 -3.341  -0.55
C5 -0.337 1.946 -3.630  -0.52
S5 0.638 1.255 -2.233  0.21
C6 1.985 2.455 -2.010  -0.54
C7 1.648 3.713 -1.229  -0.56
S6 0.677 3.473 0.296  0.31
C8 -1.073 3.496 -0.260  -0.56
C9 -1.525 4.665 -1.117  -0.54
S7 -1.150 4.558 -2.908  0.20
H1 -2.195 2.407 -2.574  0.23
H2 -2.126 2.909 -4.264  0.25
H3 0.377 2.461 -4.272  0.24
H4 -0.683 1.054 -4.155  0.24
H5 2.368 2.721 -2.996  0.24
H6 2.744 1.884 -1.483  0.25
H7 1.096 4.417 -1.838  0.26
H8 2.573 4.188 -0.898  0.25
H9 -1.624 3.508 0.682  0.25
H10 -1.286 2.554 -0.751  0.24
H11 -1.066 5.603 -0.801  0.24
H12 -2.605 4.772 -1.024  0.24
C10 0.385 -5.392 -0.883  -0.41
N1 -0.140 -4.064 -0.575  -0.43
C11 -1.043 -3.549 -1.596  -0.41
C12 0.566 -3.209 0.215  0.37
S8 0.894 -1.620 -0.329  -0.20
N2 1.017 -3.661 1.386  -0.38
C13 1.913 -2.878 2.223  -0.42
C14 0.500 -4.874 2.005  -0.42
H13 0.770 -5.398 -1.907  0.21
H14 -0.402 -6.142 -0.806  0.21
H15 1.199 -5.656 -0.216  0.22
H16 -1.749 -4.341 -1.848  0.21
H17 -0.512 -3.245 -2.502  0.20
H18 -1.592 -2.699 -1.205  0.22
H19 2.466 -2.166 1.618  0.24
H20 2.615 -3.549 2.717  0.21
H21 1.347 -2.334 2.984  0.21
H22 -0.434 -5.168 1.536  0.23
H23 0.314 -4.672 3.060  0.22
H24 1.213 -5.697 1.939  0.21
C15 -4.250 0.772 0.447  -0.18
C16 -3.597 0.740 1.671  -0.23
C17 -2.250 0.398 1.731  -0.21
C18 -1.563 0.148 0.551  -0.10
C19 -2.226 0.096 -0.667  -0.31
C20 -3.572 0.437 -0.719  -0.21
H25 -5.298 1.039 0.403  0.23
H26 -4.130 0.957 2.588  0.23
H27 -1.762 0.343 2.695  0.22
H28 -1.708 -0.186 -1.577  0.23
H29 -4.093 0.415 -1.669  0.23

Frontier orbital gap (spin up / spin down) in eV: 8.44 / 5.74
Energy above the lowest of the compared OMol25 structures with the same formula, charge and spin in eV: 0.564
Total charge: +1
Spin multiplicity: 5

Summary of max |F| in eV/A
0.9 0.2 0.4 0.9
(order as listed above)
Summary of E in eV
-161082.7704 -129947.9970 -75242.2561 -116391.9998
(order as listed above)